A 12-piece molecular cluster, C39H99N15O15 overall. Source: OMol25; level of theory: ωB97M-V/def2-TZVPD.

Geometry as ORCA input:
```
! RIJCOSX wB97M-V def2-TZVPD def2/J DEFGRID3
* xyz 0 1
C 8.85 10.97 -12.83
C 8.56 9.74 -13.65
O 9.59 9.61 -14.58
O 8.17 11.00 -11.58
H 8.69 11.88 -13.41
H 9.90 10.95 -12.53
H 7.67 9.82 -14.28
H 8.34 8.82 -13.09
H 10.44 9.67 -14.12
H 8.55 10.42 -10.92
C 8.84 6.63 -17.02
C 7.51 7.37 -16.79
O 6.79 6.76 -15.74
O 8.69 5.24 -17.06
H 9.41 6.91 -16.12
H 9.49 6.99 -17.82
H 6.97 7.10 -17.72
H 7.70 8.44 -16.81
H 6.13 7.39 -15.43
H 7.97 5.01 -16.45
C 13.89 5.02 -8.61
C 13.83 6.19 -7.64
O 14.12 5.91 -6.26
O 15.21 4.51 -8.56
H 13.50 5.41 -9.56
H 13.15 4.28 -8.29
H 12.84 6.65 -7.69
H 14.54 6.98 -7.91
H 14.94 5.40 -6.30
H 15.19 3.59 -8.86
C 18.63 8.21 -11.11
O 17.51 7.80 -10.78
N 19.22 9.31 -10.54
N 19.35 7.65 -12.11
H 18.68 9.64 -9.75
H 20.22 9.21 -10.47
H 20.14 8.17 -12.46
H 19.01 6.82 -12.54
C 15.57 10.37 -9.26
O 14.92 11.25 -8.69
N 15.91 10.52 -10.59
N 15.80 9.12 -8.82
H 16.45 9.78 -11.01
H 15.97 11.49 -10.81
H 15.83 8.93 -7.83
H 16.39 8.54 -9.41
C 19.91 3.11 -12.16
O 19.43 2.10 -11.68
N 19.14 4.20 -12.48
N 21.24 3.44 -12.04
H 19.53 5.02 -12.89
H 18.16 3.99 -12.35
H 21.48 4.37 -12.32
H 21.97 2.77 -11.89
C 16.84 12.15 -14.95
O 16.89 10.95 -15.16
N 15.77 12.66 -14.25
N 17.69 13.13 -15.40
H 15.60 13.64 -14.11
H 14.98 12.06 -14.11
H 18.20 13.00 -16.25
H 17.41 14.05 -15.13
C 12.64 11.72 -12.90
O 12.18 10.59 -13.10
N 13.70 11.85 -12.08
N 12.18 12.85 -13.46
H 14.04 11.05 -11.57
H 14.26 12.68 -12.07
H 12.55 13.75 -13.22
H 11.35 12.81 -14.04
C 17.22 2.05 -18.73
O 18.00 1.24 -18.25
N 16.56 1.94 -19.92
N 16.85 3.20 -18.07
H 16.29 2.79 -20.38
H 16.84 1.12 -20.45
H 16.23 3.91 -18.40
H 17.35 3.30 -17.20
C 15.96 -0.29 -9.75
C 15.68 1.19 -10.16
C 15.62 1.24 -11.69
C 14.29 0.92 -12.33
C 13.07 1.56 -11.67
C 13.08 1.28 -10.15
N 14.39 1.64 -9.55
O 14.41 1.55 -8.14
C 11.83 2.01 -9.68
C 12.81 -0.24 -9.96
C 16.81 2.11 -9.74
H 15.54 -1.02 -10.44
H 15.51 -0.54 -8.79
H 17.03 -0.48 -9.72
H 15.79 2.28 -11.99
H 16.41 0.67 -12.17
H 14.04 -0.14 -12.46
H 14.27 1.17 -13.40
H 12.22 1.03 -12.09
H 13.12 2.61 -11.95
H 10.96 1.63 -10.23
H 11.50 1.75 -8.67
H 11.80 3.10 -9.71
H 13.07 -0.84 -10.83
H 13.41 -0.63 -9.14
H 11.77 -0.43 -9.71
H 16.68 3.14 -10.07
H 17.78 1.75 -10.09
H 16.78 2.18 -8.65
H 14.27 0.60 -7.95
C 16.14 6.09 -14.90
C 15.26 6.16 -13.62
C 15.06 7.66 -13.33
C 14.14 8.41 -14.27
C 12.78 7.73 -14.31
C 12.83 6.22 -14.60
N 13.94 5.59 -13.85
O 13.97 4.19 -14.03
C 11.56 5.69 -13.89
C 12.81 5.88 -16.08
C 15.93 5.56 -12.38
H 17.18 6.29 -14.62
H 16.29 5.10 -15.35
H 15.79 6.84 -15.61
H 14.63 7.70 -12.32
H 16.04 8.14 -13.32
H 13.93 9.44 -13.96
H 14.58 8.65 -15.24
H 12.19 8.22 -15.08
H 12.36 7.98 -13.33
H 11.77 5.65 -12.82
H 11.28 4.70 -14.26
H 10.66 6.28 -14.06
H 13.81 5.77 -16.51
H 12.30 6.66 -16.64
H 12.38 4.90 -16.30
H 15.27 5.61 -11.51
H 16.06 4.48 -12.52
H 16.89 6.01 -12.14
H 13.84 3.89 -13.12
C 18.42 6.49 -17.60
C 18.05 7.33 -18.85
C 17.21 6.40 -19.79
C 16.30 7.17 -20.70
C 15.35 7.99 -19.89
C 16.08 9.04 -19.04
N 17.24 8.47 -18.36
O 17.96 9.40 -17.58
C 16.46 10.29 -19.87
C 15.11 9.37 -17.89
C 19.32 7.81 -19.56
H 17.52 6.02 -17.20
H 18.91 7.02 -16.79
H 18.94 5.56 -17.85
H 17.85 5.84 -20.49
H 16.53 5.70 -19.31
H 15.79 6.47 -21.36
H 16.88 7.90 -21.28
H 14.65 7.34 -19.37
H 14.76 8.57 -20.60
H 16.92 11.00 -19.18
H 17.26 9.95 -20.54
H 15.63 10.74 -20.40
H 14.15 9.73 -18.26
H 15.05 8.50 -17.25
H 15.37 10.26 -17.31
H 19.94 8.44 -18.92
H 19.05 8.25 -20.52
H 19.97 6.93 -19.69
H 17.66 9.11 -16.70
*
```

Summary:
largest force on an atom	3.40	eV/Å
total energy	-3495.28498	hartree
E_LUMO	-0.1	eV
structure (SMILES)	CC1(C)CCCC(C)(C)N1O.CC1(C)CCCC(C)(C)N1O.CC1(C)CCCC(C)(C)N1O.NC(N)=O.NC(N)=O.NC(N)=O.NC(N)=O.NC(N)=O.NC(N)=O.OCCO.OCCO.OCCO
frontier orbital gap	7.65	eV

A 2-piece molecular cluster, C3BN3O2 overall. Source: OMol25; level of theory: ωB97M-V/def2-TZVPD.

Geometry as ORCA input:
```
! RIJCOSX wB97M-V def2-TZVPD def2/J DEFGRID3
* xyz 0 1
B 0.92 -0.23 -0.01
C 2.44 0.07 -0.07
C -1.20 1.68 0.02
C -1.19 -1.66 -0.01
N 3.56 0.29 0.09
N -2.34 1.42 0.13
N -2.21 -2.18 -0.06
O 0.02 1.77 -0.12
O 0.01 -1.15 0.02
*
```

Summary:
largest force on an atom	4.43	eV/Å
relative energy (zero: lowest compared OMol25 entry of this formula, charge and spin)	74.83	kcal/mol
total energy	-453.80679	hartree
E_LUMO	-2.7	eV
frontier orbital gap	7.32	eV